ORCA calculation (ωB97M-V/def2-TZVPD) on an isolated molecule of C4H5NO.

For the maximum force, the calculation gives 0.58 eV/Å. The LUMO energy is 1.05 eV. The total energy comes out at -7766.04649 eV. For the orbital gap, the calculation gives 10.32 eV. For the energy above the lowest of the compared OMol25 structures with the same formula, charge and spin, the calculation gives 11.1 kcal/mol.

Each line ends with the natural charge from an NBO analysis.
CARTESIAN COORDINATES (ANGSTROEM)
C: -1.6555 -0.1339 -0.1750  -0.631
C: -0.1671 -0.1292 -0.0926  0.075
C: 0.4836 0.5978 0.8319  0.025
O: 1.8367 0.4557 0.6228  -0.410
C: 1.9013 -0.3724 -0.4393  0.329
N: 0.7626 -0.7506 -0.9180  -0.459
H: -1.9942 0.3418 0.7524  0.216
H: -2.1008 -1.1310 -0.2141  0.227
H: -2.0175 0.4602 -1.0210  0.224
H: 0.0988 1.3519 1.5040  0.209
H: 2.8812 -0.6575 -0.8028  0.194